# 1
C37H61BiClF6N3O18P2S3Si as an isolated structure, computed with the ωB97M-V functional and the def2-TZVPD basis.

Geometry as XYZ:
```
133
Properties=species:S:1:pos:R:3:lowdin_charge:R:1
Bi -0.151 0.674 0.318 1.774
C 0.730 0.774 -4.101 -0.071
C 1.244 1.817 -3.123 -0.550
O 2.117 2.777 -3.788 -0.100
P 2.239 1.061 -1.769 0.345
O 2.079 -0.414 -1.618 -0.314
O 3.748 1.406 -2.205 -0.130
O 1.913 1.835 -0.482 -0.488
P -0.159 2.815 -2.413 0.333
O 0.591 3.962 -1.563 -0.174
O -0.857 3.460 -3.549 -0.295
O -0.950 1.920 -1.441 -0.500
H 1.559 0.273 -4.603 0.092
H 0.085 1.246 -4.845 0.090
H 0.154 0.021 -3.577 0.043
H 1.537 3.448 -4.179 0.086
H 1.751 -1.809 -0.735 0.060
H 3.742 2.255 -2.687 0.068
H 1.156 3.524 -0.889 0.034
Cl -4.814 -5.095 2.188 0.598
C -3.618 -3.813 2.131 -0.675
C -2.375 -3.995 2.767 -0.094
C -1.433 -3.003 2.746 0.012
C -1.666 -1.755 2.093 -0.362
O -0.809 -0.795 2.188 -0.269
C -2.912 -1.627 1.406 -0.139
C -3.265 -0.452 0.655 -0.194
O -2.629 0.600 0.553 -0.146
C -3.869 -2.660 1.453 -0.082
H -2.168 -4.933 3.269 0.102
H -0.466 -3.151 3.218 0.106
H -4.249 -0.501 0.158 0.140
H -4.809 -2.529 0.926 0.115
C 2.349 -2.122 4.668 -0.044
C 2.507 -0.743 4.033 -0.625
C 3.966 -0.305 4.083 -0.054
C 1.621 0.273 4.777 -0.046
N 2.104 -0.921 2.630 -0.052
N 1.985 0.280 1.886 -0.054
H 2.906 -2.179 5.607 0.079
H 2.714 -2.893 3.982 0.083
H 1.294 -2.327 4.883 0.078
H 4.267 -0.105 5.116 0.078
H 4.117 0.610 3.500 0.075
H 4.612 -1.086 3.670 0.080
H 1.734 0.160 5.861 0.083
H 0.569 0.116 4.511 0.077
H 1.881 1.308 4.524 0.063
H 1.186 -1.350 2.601 0.070
H 2.794 0.431 1.301 0.065
H 1.824 1.097 2.468 0.000
C 6.809 -4.976 -2.899 -0.063
C 5.600 -4.511 -2.124 -0.274
C 5.623 -3.316 -1.420 -0.014
C 4.536 -2.887 -0.660 -0.182
C 4.603 -1.560 0.056 -0.022
C 3.402 -3.702 -0.602 -0.047
C 3.346 -4.901 -1.321 -0.190
C 2.099 -5.753 -1.302 -0.020
C 4.445 -5.283 -2.077 -0.016
C 2.240 -3.397 0.316 -0.510
O 2.030 -4.078 1.294 0.087
O 1.428 -2.414 -0.012 0.093
H 7.410 -4.129 -3.235 0.070
H 6.516 -5.559 -3.776 0.071
H 7.447 -5.611 -2.278 0.074
H 6.511 -2.688 -1.459 0.112
H 5.640 -1.250 0.198 0.079
H 4.103 -1.598 1.027 0.065
H 4.101 -0.798 -0.544 0.057
H 1.293 -5.260 -1.844 0.076
H 1.755 -5.915 -0.281 0.077
H 2.284 -6.720 -1.772 0.076
H 4.400 -6.213 -2.638 0.112
F -3.263 -4.119 -3.148 0.130
C -2.166 -3.875 -2.438 -0.656
F -1.273 -4.841 -2.658 0.120
F -2.495 -3.917 -1.142 0.119
S -1.465 -2.172 -2.831 0.571
O -1.151 -1.637 -1.530 -0.342
O -2.483 -1.522 -3.608 -0.279
N -0.141 -2.478 -3.641 -0.288
S -0.340 -2.834 -5.184 0.581
O -1.365 -3.814 -5.433 -0.290
O -0.232 -1.723 -6.086 -0.278
C 1.224 -3.750 -5.443 -0.685
F 2.288 -2.960 -5.277 0.131
F 1.324 -4.797 -4.619 0.123
F 1.222 -4.206 -6.702 0.117
C -4.523 1.849 3.102 -0.026
C -3.483 1.920 4.217 -0.633
C -2.701 0.621 4.326 -0.020
C -4.168 2.246 5.538 -0.040
O -2.556 2.989 3.991 -0.134
Si -1.827 3.704 2.716 -0.049
S -0.158 2.607 1.957 0.387
O -1.184 5.092 3.334 -0.150
C -0.107 5.409 4.218 -0.656
C -0.544 6.672 4.948 -0.042
C 0.146 4.287 5.228 -0.040
C 1.149 5.688 3.393 -0.036
O -3.001 4.131 1.685 -0.131
C -3.102 4.914 0.476 -0.624
C -3.533 3.971 -0.634 -0.017
C -4.181 5.953 0.748 -0.038
C -1.785 5.602 0.130 -0.032
H -5.238 1.047 3.311 0.090
H -4.045 1.659 2.138 0.062
H -5.055 2.802 3.027 0.088
H -3.375 -0.235 4.433 0.095
H -2.033 0.659 5.194 0.088
H -2.086 0.474 3.434 0.053
H -4.899 1.471 5.791 0.083
H -4.681 3.210 5.463 0.084
H -3.425 2.309 6.339 0.081
H -1.445 6.467 5.534 0.085
H -0.773 7.458 4.221 0.084
H 0.248 7.025 5.617 0.082
H -0.763 4.084 5.801 0.084
H 0.950 4.574 5.912 0.085
H 0.433 3.365 4.711 0.049
H 0.977 6.540 2.726 0.087
H 1.392 4.818 2.781 0.050
H 1.995 5.916 4.050 0.082
H -4.495 3.512 -0.380 0.088
H -2.800 3.173 -0.763 0.060
H -3.624 4.504 -1.585 0.093
H -5.123 5.456 0.997 0.081
H -4.330 6.583 -0.134 0.084
H -3.884 6.584 1.593 0.083
H -0.975 4.872 0.066 0.051
H -1.530 6.348 0.889 0.080
H -1.868 6.085 -0.847 0.095
```

LUMO: 3.74 eV
largest force on an atom: 0.6 eV Å⁻¹
charge: -2
ΔE to the lowest compared entry with this formula, charge and spin: 0.5 kcal/mol



# 2
A 11-piece molecular cluster, C37H61N5O16S overall at a distorted geometry, computed with the ωB97M-V functional and the def2-TZVPD basis.

Geometry as XYZ:
```
120
Properties=species:S:1:pos:R:3:lowdin_charge:R:1
C 3.211 -0.725 -1.766 -0.077
C 3.676 -2.007 -1.068 -0.135
O 2.958 -3.006 -1.760 0.049
C 1.799 -2.436 -2.204 -0.574
O 0.856 -3.053 -2.592 0.166
O 1.864 -1.105 -2.083 0.034
H 3.765 -0.512 -2.681 0.138
H 3.207 0.117 -1.078 0.119
H 3.309 -1.944 -0.037 0.097
H 4.751 -2.142 -1.146 0.126
C 5.815 -2.055 1.536 -0.107
C 4.753 -1.154 2.126 -0.169
O 5.451 -0.214 2.909 0.030
C 6.708 -0.653 3.133 -0.560
O 7.538 -0.170 3.821 0.180
O 6.902 -1.828 2.456 0.060
H 6.107 -1.805 0.519 0.115
H 5.470 -3.082 1.621 0.134
H 4.097 -1.737 2.773 0.116
H 4.169 -0.564 1.424 0.075
C -5.342 1.120 2.031 -0.140
C -6.319 0.135 2.669 -0.095
O -5.506 -1.038 2.754 0.066
C -4.203 -0.695 2.659 -0.581
O -3.303 -1.446 2.803 0.167
O -4.061 0.595 2.313 0.052
H -5.439 2.154 2.359 0.126
H -5.487 1.163 0.946 0.131
H -7.165 0.056 1.994 0.134
H -6.554 0.392 3.703 0.134
C -0.432 -0.248 6.566 -0.115
C -0.219 0.027 5.083 -0.136
O -0.839 -1.098 4.488 0.034
C -0.720 -2.124 5.361 -0.570
O -0.796 -3.269 5.046 0.170
O -0.412 -1.675 6.593 0.070
H -1.408 0.116 6.886 0.133
H 0.399 0.193 7.111 0.132
H 0.855 0.039 4.869 0.126
H -0.594 1.013 4.811 0.135
C -4.675 4.850 -0.805 -0.095
C -3.415 5.728 -0.690 -0.093
O -2.622 4.988 0.230 0.027
C -3.331 3.979 0.793 -0.563
O -2.915 3.255 1.638 0.168
O -4.604 3.994 0.339 0.050
H -4.672 4.204 -1.684 0.132
H -5.578 5.455 -0.773 0.131
H -3.683 6.685 -0.246 0.139
H -2.903 5.783 -1.647 0.101
C -1.915 0.442 -0.724 -0.075
C -0.591 -0.140 -0.224 -0.217
C -0.714 -0.926 1.097 -0.143
C 0.607 -1.279 1.589 -0.183
N 1.643 -1.534 2.018 0.193
H -2.248 1.282 -0.104 0.064
H -2.719 -0.292 -0.665 0.062
H -1.781 0.803 -1.742 0.051
H 0.203 0.605 -0.182 0.088
H -0.383 -0.866 -1.014 0.094
H -1.207 -1.878 0.884 0.122
H -1.302 -0.369 1.823 0.107
C 1.150 3.479 -1.161 -0.083
C -0.305 3.889 -1.415 -0.239
C -0.446 5.085 -2.352 -0.185
C 0.060 6.323 -1.740 -0.228
N 0.456 7.288 -1.263 0.155
H 1.138 2.435 -0.848 0.042
H 1.649 4.124 -0.442 0.071
H 1.702 3.499 -2.103 0.082
H -0.817 4.109 -0.477 0.095
H -0.791 3.004 -1.835 0.083
H -1.449 5.311 -2.723 0.093
H 0.123 4.960 -3.279 0.115
C 2.012 -6.813 -0.446 -0.096
C 2.008 -6.131 0.932 -0.234
C 1.261 -4.774 0.911 -0.184
C -0.080 -4.868 0.365 -0.225
N -1.117 -5.001 -0.108 0.179
H 2.349 -6.136 -1.235 0.074
H 0.974 -6.991 -0.739 0.069
H 2.645 -7.694 -0.429 0.071
H 3.055 -5.891 1.143 0.099
H 1.700 -6.763 1.761 0.109
H 1.765 -4.149 0.163 0.093
H 1.354 -4.242 1.854 0.101
C -4.170 -1.773 -2.860 -0.105
C -3.521 -2.881 -2.048 -0.248
C -4.231 -3.237 -0.734 -0.197
C -5.564 -3.814 -0.930 -0.236
N -6.589 -4.308 -1.081 0.138
H -5.264 -1.794 -2.817 0.071
H -3.919 -1.843 -3.919 0.073
H -3.952 -0.746 -2.557 0.049
H -2.454 -2.691 -1.935 0.094
H -3.594 -3.865 -2.520 0.114
H -4.301 -2.407 -0.024 0.101
H -3.641 -3.995 -0.212 0.095
C -0.299 1.153 -4.291 -0.102
C 0.075 1.891 -5.558 -0.254
C 1.295 1.317 -6.311 -0.185
C 1.140 -0.113 -6.645 -0.240
N 1.027 -1.231 -6.880 0.147
H 0.478 1.392 -3.555 0.068
H -0.387 0.070 -4.341 0.081
H -1.201 1.595 -3.864 0.060
H 0.379 2.928 -5.400 0.101
H -0.738 1.908 -6.288 0.111
H 2.193 1.469 -5.711 0.116
H 1.448 1.761 -7.296 0.116
C 5.826 2.743 2.020 -0.240
S 4.260 3.554 1.502 0.853
O 4.488 3.712 0.011 -0.578
C 3.260 2.058 1.612 -0.276
H 6.037 1.988 1.272 0.053
H 5.684 2.350 3.025 0.048
H 6.565 3.539 2.058 0.052
H 3.743 1.267 1.037 0.019
H 2.256 2.171 1.210 0.032
H 3.214 1.674 2.634 0.059
```

LUMO: -0.16 eV
largest force on an atom: 2.1 eV Å⁻¹
charge: 0



HOMO level values, unit eV, following the record order: -3.86 -9.40.
HOMO-LUMO gap values, unit eV, following the record order: 7.6 9.2.